(1)
One molecule with the formula C3H6N2S in a non-equilibrium geometry. Source: the Open Molecules 2025 dataset; level of theory: the ωB97M-V functional and the def2-TZVPD basis.

XYZ file:
```
12
Properties=species:S:1:pos:R:3:nbo_charge:R:1
C 1.311 1.338 1.290 -0.43
N 0.474 1.086 0.171 -0.43
C 0.145 -0.064 -0.087 0.28
N -0.877 -0.365 -1.074 -0.59
C -1.410 -1.572 -1.202 -0.06
S -2.653 -1.876 -2.240 -0.14
H 0.812 1.984 1.976 0.21
H 2.260 1.777 0.908 0.21
H 1.577 0.482 1.861 0.17
H 0.552 -0.949 0.478 0.15
H -1.174 0.432 -1.667 0.43
H -1.017 -2.273 -0.415 0.20
```

Summary:
* energy above the lowest of the compared OMol25 structures with the same formula, charge and spin: 112.1 kJ/mol
* SMILES: C/N=C/NC=S
* total charge: 0
* lowest unoccupied orbital energy: 0.017 hartree
* frontier orbital gap: 9.064 eV



(2)
A 5-piece molecular cluster, C44H71BrClI2N2O14PS6 overall in a non-equilibrium geometry. Source: the Open Molecules 2025 dataset; level of theory: the ωB97M-V functional and the def2-TZVPD basis.

XYZ file:
```
142
Properties=species:S:1:pos:R:3:lowdin_charge:R:1
C -4.378 -3.729 4.702 -0.10
C -3.047 -3.033 4.512 -0.27
O -3.054 -1.905 3.665 -0.22
C -3.286 -2.190 2.296 -0.23
C -2.149 -1.679 1.414 -0.27
C -1.809 -0.260 0.887 -0.49
Br -1.449 0.618 2.647 1.06
C -2.973 0.651 0.124 -0.26
C -4.369 0.005 0.359 -0.20
C -5.439 0.347 1.410 -0.23
C -5.311 0.116 2.918 -0.58
Cl -6.283 -1.263 3.462 0.66
S -3.070 2.415 0.755 0.66
C -3.813 2.796 2.331 -0.14
O -4.032 2.969 -0.179 -0.35
O -1.760 2.998 0.802 -0.32
C -2.793 0.738 -1.529 -0.25
C -1.725 1.749 -2.158 -0.17
C -0.799 1.369 -3.150 -0.03
C 0.073 2.290 -3.717 -0.12
N 0.108 3.582 -3.404 0.09
C -0.793 3.966 -2.516 -0.15
C -1.708 3.115 -1.894 -0.15
C -3.995 0.845 -2.578 -0.55
I -5.293 -0.956 -2.837 1.07
C -5.070 1.946 -2.778 -0.81
C -6.259 2.077 -1.830 -0.21
I -4.441 3.924 -3.413 0.96
S -2.107 -0.949 -1.853 0.58
O -2.849 -1.938 -1.135 -0.32
O -1.989 -1.171 -3.258 -0.26
O -0.672 -0.765 -1.278 -0.26
C -0.428 -0.388 0.132 -0.41
C 0.622 0.749 0.050 -0.09
C 1.061 1.811 1.061 -0.18
C 0.970 3.122 0.566 -0.03
C 1.359 4.238 1.296 -0.07
C 1.876 4.070 2.573 -0.08
C 2.028 2.775 3.066 -0.06
C 1.641 1.643 2.334 -0.27
C 1.926 0.317 2.987 -0.10
P 0.723 -1.953 0.441 0.85
N 1.461 -2.363 -0.878 -0.25
H -5.027 -3.182 5.375 0.06
H -4.908 -3.813 3.756 0.05
H -4.235 -4.741 5.067 0.08
H -2.287 -3.758 4.202 0.12
H -2.715 -2.655 5.475 0.12
H -3.197 -3.274 2.181 0.13
H -4.311 -1.993 2.001 0.07
H -1.313 -1.916 2.067 0.06
H -2.048 -2.407 0.625 0.08
H -4.331 -1.060 0.186 0.08
H -4.916 0.316 -0.515 0.01
H -5.800 1.355 1.241 0.08
H -6.296 -0.252 1.110 0.10
H -4.289 0.016 3.267 0.04
H -5.730 0.961 3.448 0.06
H -4.886 2.855 2.261 0.06
H -3.433 3.802 2.489 0.09
H -3.535 2.188 3.175 0.02
H -0.683 0.369 -3.502 0.09
H 0.779 1.963 -4.463 0.11
H -0.812 5.013 -2.258 0.10
H -2.406 3.577 -1.242 0.03
H -3.492 0.772 -3.532 0.06
H -5.498 1.632 -3.720 0.01
H -6.006 2.060 -0.786 0.04
H -6.721 3.042 -2.006 0.04
H -7.021 1.342 -2.062 0.05
H 1.542 0.265 -0.297 0.12
H 0.362 1.300 -0.844 0.10
H 0.565 3.275 -0.418 0.09
H 1.239 5.202 0.855 0.07
H 2.146 4.945 3.141 0.10
H 2.455 2.635 4.048 0.10
H 1.180 -0.443 2.812 0.00
H 1.984 0.451 4.063 0.08
H 2.904 -0.055 2.682 0.09
H -0.019 -3.033 0.931 0.02
H 1.649 -1.608 1.422 0.01
H 2.465 -2.267 -0.787 -0.02
O 4.043 -4.198 -1.996 -0.33
S 3.471 -5.502 -2.223 0.66
O 3.564 -6.527 -1.207 -0.34
C 1.774 -5.308 -2.739 -0.23
C 1.860 -5.191 -4.257 -0.21
C 2.874 -6.255 -4.708 -0.21
C 4.095 -6.140 -3.786 -0.21
H 1.357 -4.429 -2.244 0.07
H 1.237 -6.208 -2.439 0.11
H 0.885 -5.338 -4.718 0.12
H 2.215 -4.196 -4.530 0.12
H 2.434 -7.248 -4.612 0.09
H 3.162 -6.122 -5.750 0.11
H 4.575 -7.098 -3.603 0.10
H 4.824 -5.423 -4.159 0.10
O 4.326 5.915 1.333 -0.33
S 5.055 4.741 0.920 0.65
O 4.464 3.760 0.052 -0.31
C 6.634 5.265 0.253 -0.23
C 7.561 5.308 1.464 -0.22
C 7.248 4.043 2.276 -0.21
C 5.722 3.933 2.385 -0.22
H 6.508 6.224 -0.243 0.11
H 6.949 4.509 -0.465 0.11
H 8.606 5.349 1.163 0.11
H 7.348 6.196 2.063 0.12
H 7.645 3.170 1.756 0.12
H 7.708 4.073 3.263 0.11
H 5.372 2.905 2.395 0.10
H 5.335 4.464 3.252 0.10
O 0.378 -10.748 -2.582 -0.32
S 1.747 -10.305 -2.649 0.67
O 2.189 -9.458 -3.731 -0.33
C 2.206 -9.577 -1.085 -0.23
C 2.727 -10.747 -0.259 -0.21
C 3.605 -11.572 -1.212 -0.21
C 2.826 -11.742 -2.523 -0.22
H 1.338 -9.084 -0.654 0.11
H 2.987 -8.843 -1.283 0.08
H 3.287 -10.401 0.608 0.12
H 1.893 -11.354 0.098 0.12
H 4.535 -11.035 -1.404 0.12
H 3.867 -12.539 -0.786 0.11
H 3.471 -11.766 -3.397 0.10
H 2.189 -12.624 -2.510 0.10
O -0.155 6.469 -0.299 -0.32
S -0.639 7.328 0.751 0.66
O -1.173 6.795 1.977 -0.32
C 0.622 8.543 1.119 -0.22
C 0.336 9.683 0.147 -0.22
C -1.190 9.870 0.156 -0.21
C -1.823 8.478 0.030 -0.21
H 1.602 8.085 0.993 0.11
H 0.482 8.856 2.153 0.11
H 0.856 10.593 0.440 0.11
H 0.672 9.411 -0.855 0.12
H -1.494 10.330 1.097 0.12
H -1.522 10.522 -0.650 0.11
H -2.761 8.390 0.570 0.10
H -1.965 8.189 -1.010 0.10
```

Summary:
* SMILES: CCOCC[C@]1(Br)[C@@](CCCCl)(S(C)(=O)=O)[C@](c2ccncc2)([C@@H](I)[C@@H](C)I)S(=O)(=O)O[C@]1(Cc1ccccc1C)[PH2]=N.O=S1(=O)CCCC1.O=S1(=O)CCCC1.O=S1(=O)CCCC1.O=S1(=O)CCCC1
* total charge: 0
* lowest unoccupied orbital energy: -0.003 hartree
* frontier orbital gap: 8.190 eV



(3)
A 2-piece molecular cluster, CH4N2 overall in a non-equilibrium geometry. Source: the Open Molecules 2025 dataset; level of theory: the ωB97M-V functional and the def2-TZVPD basis.

XYZ file:
```
7
Properties=species:S:1:pos:R:3:lowdin_spin:R:1
C -0.348 0.002 0.203 0.82
N 0.791 -0.765 -0.040 0.13
N 0.829 0.691 0.118 0.17
H -1.478 0.363 -0.967 0.75
H -0.901 0.039 1.200 0.08
H 1.200 -1.046 0.795 0.01
H 1.053 0.999 -0.957 0.05
```

Summary:
* energy above the lowest of the compared OMol25 structures with the same formula, charge and spin: 440.1 kJ/mol
* total charge: 0
* lowest unoccupied orbital energy (alpha / beta): 0.053 / -0.096 hartree
* frontier orbital gap (alpha / beta): 7.638 / 7.884 eV
* multiplicity: 3



(4)
One molecule with the formula CH3IOS in a non-equilibrium geometry. Source: the Open Molecules 2025 dataset; level of theory: the ωB97M-V functional and the def2-TZVPD basis.

XYZ file:
```
7
Properties=species:S:1:pos:R:3:nbo_charge:R:1
C -1.118 0.594 -0.577 -0.51
O 1.583 0.182 -0.427 -0.87
S 1.671 -1.029 0.378 0.76
I -1.135 -1.142 0.611 0.23
H -1.537 1.395 0.011 0.19
H -1.257 0.480 -1.612 0.19
H 1.793 -0.480 1.616 0.02
```

Summary:
* energy above the lowest of the compared OMol25 structures with the same formula, charge and spin: 316.2 kJ/mol
* total charge: 0
* lowest unoccupied orbital energy (alpha / beta): -0.024 / -0.015 hartree
* frontier orbital gap (alpha / beta): 8.088 / 7.553 eV



(5)
One molecule with the formula C2H2Cl3P in a non-equilibrium geometry. Source: the Open Molecules 2025 dataset; level of theory: the ωB97M-V functional and the def2-TZVPD basis.

XYZ file:
```
8
Properties=species:S:1:pos:R:3:nbo_charge:R:1
C 1.062 -0.659 -0.143 -0.47
C 0.479 -0.888 -1.324 -0.22
Cl -0.754 -2.050 -1.707 0.03
P 0.736 0.416 -3.171 0.75
Cl 2.436 1.200 -4.148 -0.30
Cl 0.261 -0.951 -4.492 -0.24
H 2.008 -0.039 -0.087 0.23
H 0.907 -1.302 0.718 0.22
```

Summary:
* energy above the lowest of the compared OMol25 structures with the same formula, charge and spin: 198.3 kJ/mol
* SMILES: C=C(Cl)P(Cl)Cl
* total charge: 0
* lowest unoccupied orbital energy: -0.033 hartree
* frontier orbital gap: 8.051 eV



(6)
C29H27FN5O6SiTl as an isolated structure. Source: the Open Molecules 2025 dataset; level of theory: the ωB97M-V functional and the def2-TZVPD basis.

XYZ file:
```
70
Properties=species:S:1:pos:R:3:nbo_charge:R:1
Tl -0.288 0.243 0.255 0.81
O -2.714 -4.124 1.164 -0.70
C -2.064 -5.034 0.437 0.43
C -2.184 -6.380 0.806 -0.32
C -1.557 -7.368 0.070 -0.20
C -0.792 -7.036 -1.047 -0.30
C -0.656 -5.700 -1.401 -0.15
C -1.269 -4.681 -0.675 -0.22
C -1.080 -3.224 -1.032 0.60
O -1.742 -2.359 -0.380 -0.73
N -0.204 -2.986 -1.998 -0.50
N 0.093 -1.672 -2.055 -0.19
C 0.662 -1.268 -3.118 -0.05
C 1.080 0.146 -3.274 0.18
C 1.865 0.522 -4.366 -0.27
C 2.242 1.848 -4.509 -0.18
C 1.832 2.776 -3.566 -0.29
C 1.050 2.321 -2.510 0.07
N 0.683 1.049 -2.366 -0.43
H -2.500 -3.246 0.721 0.52
H -2.787 -6.617 1.677 0.21
H -1.663 -8.407 0.370 0.19
H -0.310 -7.810 -1.636 0.19
H -0.062 -5.407 -2.256 0.23
H 0.859 -1.954 -3.942 0.15
H 2.171 -0.228 -5.086 0.20
H 2.846 2.155 -5.355 0.19
H 2.102 3.822 -3.646 0.21
H 0.679 3.006 -1.747 0.23
O 4.255 -2.183 0.881 -0.70
C 3.213 -1.335 1.095 0.77
O 3.032 -0.383 0.396 -0.56
C 2.388 -1.744 2.285 0.04
C 2.762 -2.837 3.044 -0.23
C 1.974 -3.166 4.142 -0.20
C 0.871 -2.394 4.425 -0.20
C 0.552 -1.321 3.589 0.13
N 1.300 -1.005 2.537 -0.38
C -0.711 -0.495 3.873 0.73
O -1.079 -0.545 5.069 -0.75
O -1.185 0.102 2.881 -0.74
H 4.665 -1.848 0.075 0.49
H 3.640 -3.408 2.778 0.22
H 2.230 -4.017 4.760 0.20
H 0.226 -2.581 5.272 0.24
C -2.938 3.750 -2.733 -1.13
Si -2.955 2.613 -1.212 1.83
C -4.598 2.915 -0.336 -1.13
C -3.092 0.870 -1.881 -1.13
N -1.563 2.819 -0.292 -1.18
C -1.211 3.889 0.445 0.14
C -1.992 5.074 0.630 -0.30
C -1.579 6.158 1.396 -0.22
C -0.345 6.157 2.036 -0.32
C 0.470 5.032 1.871 -0.30
C 0.046 3.974 1.107 0.38
F 0.903 2.929 0.965 -0.35
H -3.931 3.888 -3.187 0.21
H -2.273 3.314 -3.493 0.22
H -2.537 4.741 -2.470 0.22
H -5.442 2.670 -0.991 0.21
H -4.718 3.950 0.007 0.21
H -4.651 2.268 0.550 0.24
H -4.090 0.716 -2.317 0.21
H -2.956 0.103 -1.105 0.25
H -2.343 0.679 -2.659 0.23
H -2.960 5.105 0.139 0.19
H -2.237 7.016 1.497 0.18
H -0.023 6.992 2.647 0.19
H 1.442 4.964 2.347 0.20
```

Summary:
* energy above the lowest of the compared OMol25 structures with the same formula, charge and spin: 107.6 kJ/mol
* total charge: -2
* lowest unoccupied orbital energy: 0.155 hartree
* frontier orbital gap: 5.763 eV



Among the records above, which one has the lowest total charge? C29H27FN5O6SiTl